Record 1
{"formula": "C21H23N3O2S", "method": "the ωB97M-V functional and the def2-TZVPD basis", "symbols": ["C", "N", "H", "C", "C", "H", "H", "H", "C", "H", "H", "H", "N", "H", "C", "C", "H", "H", "H", "C", "H", "C", "N", "C", "O", "H", "C", "C", "C", "H", "S", "C", "C", "C", "C", "H", "C", "C", "H", "H", "H", "H", "C", "H", "O", "H", "C", "C", "H", "H"], "coordinates": [[-0.641361, 2.094192, -2.451913], [5.620235, -2.293672, 1.943878], [3.744175, 0.173345, 3.699247], [-1.217405, 1.104378, -4.983207], [1.049052, 0.563206, 0.058349], [-1.530885, 0.688725, -5.948635], [-3.225508, 0.659925, -4.217034], [-3.215941, -3.402160, 0.886466], [-2.215047, 1.110362, -3.999675], [0.060448, -1.255486, -0.565323], [5.108763, 1.906039, 0.365047], [-7.298202, -2.101371, 1.012914], [4.498558, 1.213038, 0.671948], [-0.212736, 3.654146, -0.972604], [4.726796, -1.040004, 2.035422], [-2.035393, -1.075965, 1.404944], [-1.837016, -0.648598, 2.342899], [0.842841, 1.557707, -5.485746], [5.533039, -0.498855, 3.953578], [5.204515, 0.083601, 1.103434], [-2.571944, 1.844270, -1.824492], [-4.486380, -0.184262, 1.261220], [2.322990, 0.263052, 0.452277], [-3.539321, -1.196461, 1.179301], [6.331977, 0.384185, 0.972756], [0.348108, -1.157963, 1.098837], [-3.955719, -2.522649, 0.939018], [0.830270, 1.907106, -0.419131], [0.377754, 2.034923, -3.466497], [1.304997, 2.560849, -3.232034], [2.344946, 2.804345, -0.329101], [-1.941609, 1.690784, -2.733659], [-5.827007, -0.548956, 1.192283], [-5.316483, -2.874746, 0.871569], [0.011577, -0.576785, 0.223438], [4.153660, -1.485339, 4.071723], [0.092851, 1.555703, -4.729356], [-0.310405, 2.592325, -1.074614], [3.731671, -1.331082, 1.768445], [-1.173124, 2.365666, -0.401124], [-6.492270, 0.283556, 1.302449], [-4.330880, 0.832718, 1.373995], [-6.271246, -1.855576, 1.064286], [6.463484, -1.977590, 2.397138], [-1.393152, -0.272670, 0.330600], [5.846632, -2.421038, 0.923360], [4.521992, -0.637473, 3.496074], [3.099648, 1.327929, 0.434256], [-5.569311, -3.873279, 0.703700], [-1.562631, -2.024094, 1.299295]], "atomic_forces_ev_per_a": [[0.886, 0.018, -1.617], [-1.186, 2.031, -1.058], [1.511, -0.678, -0.574], [-0.623, -0.598, 0.151], [-2.053, 2.718, -0.962], [0.517, 0.195, 0.278], [1.230, 0.719, 0.196], [-0.964, 1.748, -0.012], [-0.608, 0.290, 0.438], [0.538, -1.078, -1.767], [0.915, 1.262, -0.570], [-0.954, -0.041, 0.080], [-5.578, -1.357, 0.445], [0.304, 0.761, -0.356], [-0.617, -1.744, -0.664], [-0.357, 1.240, -2.815], [0.488, 0.712, 1.369], [0.336, -0.025, -0.507], [-0.830, 0.788, -0.144], [-1.870, 2.137, 1.760], [-0.297, -0.686, -1.399], [-0.747, -2.506, -0.314], [0.565, 1.740, 0.531], [1.252, -1.275, -0.202], [5.500, -1.689, -0.205], [-0.054, 0.398, -0.046], [-0.162, -1.252, 0.223], [1.904, -2.693, 0.827], [-1.098, 0.822, 1.149], [0.100, -0.603, -0.166], [0.349, -2.283, 1.317], [0.722, -0.269, 0.501], [0.081, 0.210, 0.257], [0.920, 2.643, 0.561], [-0.030, 0.820, 1.430], [-0.197, -0.356, -0.434], [-1.228, 0.050, 0.725], [-1.553, -1.082, 1.446], [-0.433, -0.308, -0.841], [0.287, 0.125, -0.622], [-0.720, 0.037, -0.044], [1.016, 1.723, 0.291], [1.589, -0.548, -0.662], [0.656, -0.241, -0.103], [0.070, 0.403, 1.089], [-0.137, 0.114, 1.482], [0.711, 0.562, 0.893], [0.404, -0.582, -1.554], [-0.570, -1.365, -0.182], [0.013, -1.006, 0.381]], "de_lowest_ev": 4.411, "total_charge": 0, "homo_ev": -8.0, "homo_lumo_gap_ev": 8.529, "spin_multiplicity": 1, "smiles": "C[C@H](N)C(=O)Nc1nc(COCc2ccccc2)c(Cc2ccccc2)s1"}


Record 2
{"formula": "F3LiP", "method": "the ωB97M-V functional and the def2-TZVPD basis", "symbols": ["F", "Li", "F", "F", "P"], "coordinates": [[0.938462, -0.285831, 1.250111], [1.068119, 1.439818, 0.637900], [-1.139935, -1.154554, -1.471165], [-0.288981, 0.795836, -0.524977], [-0.577665, -0.795269, 0.108131]], "atomic_forces_ev_per_a": [[0.068, 1.002, 0.032], [-0.315, -0.890, -0.006], [0.125, 0.187, 1.318], [0.406, -0.067, 0.560], [-0.284, -0.233, -1.905]], "total_charge": 0, "homo_ev": [-7.1, -10.4], "homo_lumo_gap_ev": [6.254, 9.542], "spin_multiplicity": 2}


Number 1: E -1526.869453 hartree. Number 2: E -648.558884 hartree.